Record 1
DFT (wB97M-V/def2-TZVPD) results for a molecular structure, C9H11NO3 in a non-equilibrium geometry.

The geometry in XYZ format:
```
24
Properties=species:S:1:pos:R:3:forces:R:3
C 2.512235 0.845968 -0.728503 -1.0 -2.3 3.9
C 1.456105 0.240430 -1.691331 2.0 -1.4 -2.2
C -0.579431 -0.145677 -0.300924 -4.5 1.1 1.4
C -1.832492 0.452983 -0.961343 0.9 0.5 3.9
C -2.815286 1.011439 -0.022599 0.0 -2.5 -1.6
C -2.869383 0.493828 1.349547 -0.6 1.7 -2.5
C -1.952383 -0.417810 1.696003 2.6 0.1 1.6
C -0.727422 -0.550306 1.061691 0.7 0.9 -4.0
C 0.539142 -1.097976 1.661767 -0.6 -1.7 -2.1
H 2.828685 -0.501031 0.817321 0.5 0.4 -1.7
H 3.112807 1.654328 -1.067635 0.8 0.1 -1.1
H 2.009156 1.342628 0.182841 -0.2 -0.4 -1.7
H 1.734188 -0.410505 -2.692726 0.3 2.0 2.7
H 0.863562 1.005021 -1.992481 -1.5 2.8 -1.5
H -0.142660 -1.211624 -1.762477 3.6 1.1 2.1
H -2.119812 0.552650 -2.014308 0.9 0.0 0.2
H -3.717677 1.455686 -0.576897 1.4 -0.3 1.4
H -3.520365 0.827389 2.147645 -0.6 0.1 -0.6
H -1.870827 -0.832284 2.671495 -0.6 -0.2 1.0
H 1.234123 -1.101587 -0.349408 0.1 -2.8 2.1
N 0.560129 -0.656496 -0.998487 -5.7 0.7 -7.3
O 3.290215 -0.210784 -0.029399 -0.1 1.2 -0.6
O 1.342760 -1.610727 0.760584 1.2 -0.9 4.1
O 0.664631 -1.135542 2.839624 0.5 0.2 2.5
```
Forces are in eV/Å.

Calculated total energy, eV: -17139.0896
Charge: 0

Results of the Mulliken charge analysis, in e, for atoms 1 through 5: C -0.57; C -0.45; C -0.09; C -0.53; C -0.52

***

Record 2
DFT (wB97M-V/def2-TZVPD) results for a molecular structure, C4H10NO2 in a non-equilibrium geometry.

The geometry in XYZ format:
```
17
Properties=species:S:1:pos:R:3:forces:R:3
C 0.200802 -0.907303 -0.707870 -2.4 0.6 2.5
O 2.651272 0.971667 -0.200316 -0.1 -0.3 0.0
C -1.235272 -1.226297 -0.740493 -0.5 -2.2 -4.2
C -0.144330 -0.239850 0.726321 3.4 0.8 1.7
C -0.327568 1.292343 0.581489 -0.7 0.1 0.1
O 0.767550 2.040114 0.906629 0.1 -0.1 -0.1
N -1.780918 -2.278627 -0.260069 0.1 0.1 1.7
H 0.510865 -0.015647 -1.229290 0.3 -0.4 -0.7
H 0.814602 -1.789855 -0.782962 0.4 0.0 0.5
H -1.845050 -0.849219 -1.577439 -0.1 1.8 0.7
H -0.797135 -0.686077 1.462353 -1.2 -0.5 -0.9
H 0.723951 -0.386605 1.394612 0.6 0.5 -0.7
H -0.703051 1.460947 -0.459049 0.2 0.1 0.0
H -1.205298 1.602732 1.188691 0.1 -0.1 0.1
H 1.764233 1.531252 0.349322 0.3 0.1 -0.1
H -2.776309 -2.071968 -0.233776 -0.2 -0.7 -0.7
H 3.381655 1.552393 -0.418152 -0.1 0.2 0.1
```
Forces are in eV/Å.

Calculated total energy, eV: -9893.0538
Charge: -1

Results of the Mulliken charge analysis, in e, for atoms 1 through 5: C -0.66; O -0.84; C 0.19; C -0.90; C -0.55

***

Record 3
DFT (wB97M-V/def2-TZVPD) results for a molecular structure, C4H6O3Sm in a non-equilibrium geometry.

The geometry in XYZ format:
```
14
Properties=species:S:1:pos:R:3:forces:R:3
H -2.488567 -0.854169 3.593279 3.0 -0.8 0.4
C -3.448624 -1.834672 2.684679 -0.6 -1.4 -3.1
H -3.847640 -2.630208 2.038570 -0.5 -0.8 1.0
H -4.235659 -1.105261 2.930508 0.2 0.1 0.0
C -2.132598 -1.637667 2.757568 -2.3 3.1 1.4
O 0.190377 -0.289158 -1.571028 -2.1 -0.4 1.3
C 1.387901 -0.381703 -1.165273 2.7 0.5 -1.3
O 1.621895 -0.651537 0.049173 -2.0 -0.4 1.1
Sm -0.870708 -0.820915 0.560753 2.8 0.5 -1.6
O 2.349718 -0.166114 -2.028941 -2.1 -0.2 0.6
C 3.701806 -0.329106 -1.590130 1.2 -0.1 0.4
H 3.930524 0.387739 -0.793380 -0.1 -0.2 -0.2
H 3.863346 -1.352538 -1.233106 -0.1 0.3 -0.1
H 4.324045 -0.131448 -2.466654 -0.3 0.0 0.2
```
Forces are in eV/Å.

Spin multiplicity: 7
Calculated total energy, eV: -28268.8352
Charge: +2

Results of the Mulliken charge analysis, in e, for atoms 1 through 5: H 0.33; C -0.44; H 0.34; H 0.32; C -0.32

***

Record 4
DFT (wB97M-V/def2-TZVPD) results for a single C6H10OS2 molecule.

The geometry in XYZ format:
```
19
Properties=species:S:1:pos:R:3:forces:R:3
C -0.882457 0.826475 -0.199190 -0.1 0.6 0.6
C -1.804892 -0.090351 -0.315128 0.0 -0.5 -0.3
C 1.680478 0.816903 0.663751 -0.6 -0.2 -0.3
C 3.139111 1.081332 0.382045 0.5 -0.5 -0.1
C -1.635652 -1.291005 -1.221423 0.1 0.2 0.1
C -3.071618 -0.039884 0.488592 0.0 0.1 0.0
O 3.080711 -1.594425 0.137007 0.1 -0.3 0.0
S 0.604611 1.327944 -0.755820 0.8 -0.2 -0.1
S 4.063599 -0.495513 -0.077350 -0.5 0.7 0.1
H 1.517050 -0.258230 0.794587 0.0 0.2 0.1
H 1.326560 1.357069 1.539827 0.1 0.0 0.0
H 3.294006 1.767645 -0.448181 0.1 0.1 0.0
H 3.648020 1.474621 1.262727 0.0 0.0 0.0
H -2.385169 -1.272964 -2.012372 -0.1 -0.1 0.0
H -0.650230 -1.290721 -1.678677 0.1 -0.1 0.0
H -1.763896 -2.206906 -0.645660 0.0 -0.1 0.0
H -3.916194 -0.354587 -0.120624 -0.1 0.0 0.0
H -2.988116 -0.717974 1.337633 -0.1 -0.1 0.0
H -3.255930 0.960578 0.868259 0.0 0.0 0.0
```
Forces are in eV/Å.

Calculated total energy, eV: -30098.4868
Charge: 0

Results of the Mulliken charge analysis, in e, for atoms 1 through 5: C -0.81; C 1.32; C -0.54; C -0.68; C -1.18

***

Record 5
DFT (wB97M-V/def2-TZVPD) results for a gas-phase ion, C8H11N5 (charge +2) in a non-equilibrium geometry.

The geometry in XYZ format:
```
24
Properties=species:S:1:pos:R:3:forces:R:3
C 2.702861 -1.503702 0.358222 -0.7 0.4 0.2
C 3.452337 -0.343007 0.422025 -3.1 2.6 0.0
C 1.316909 -1.491376 0.208733 -0.7 1.7 -1.3
C 2.855576 0.966228 0.304602 0.0 -3.2 -0.1
C 0.696753 -0.159342 0.009976 2.4 -4.3 0.3
C 1.494884 0.974024 0.069879 0.3 0.7 0.5
C -1.619834 -0.769998 -0.556087 2.3 5.4 1.6
C -3.603460 0.520022 0.150200 -1.5 0.3 3.1
N -2.806810 0.205420 -0.732547 2.7 0.3 -5.8
N -0.592980 -0.034181 -0.355233 -2.9 -0.3 -0.5
N 0.785409 2.257708 -0.221014 -1.1 0.7 0.3
N -2.087851 -1.948078 -0.657564 -1.0 -4.0 0.4
N -4.128160 0.690828 1.173466 0.1 -0.1 -0.1
H 3.281636 -2.383422 0.473591 0.0 -1.1 0.0
H 4.421587 -0.384079 0.744224 2.5 -0.2 0.2
H 0.704739 -2.436286 0.016505 1.0 1.5 0.6
H 3.468451 1.829406 0.346952 0.3 0.8 0.1
H -2.578728 0.728132 -1.653164 -1.4 -0.6 2.1
H 0.190297 1.948910 -1.031935 0.1 1.0 0.9
H 1.426564 3.021064 -0.536968 -0.5 -0.8 0.3
H -3.085377 -1.953166 -0.720860 -0.4 -0.6 -0.3
H -1.695134 -2.833650 -0.320482 0.3 0.7 -0.4
H -4.751978 0.423332 1.924609 -0.3 0.3 -0.3
H 0.152305 2.675212 0.582863 1.5 -1.2 -1.9
```
Forces are in eV/Å.

Calculated total energy, eV: -15905.8037
SMILES: [NH+]#CN/C(N)=N/c1ccccc1[NH3+]
Charge: +2

Results of the Mulliken charge analysis, in e, for atoms 1 through 5: C -0.71; C -0.53; C -0.62; C -0.98; C 1.11